1.
Formula: C16H24N2O4
Source: the OMol25 dataset
Level of theory: ωB97M-V with the def2-TZVPD basis set

```
! wB97M-V def2-TZVPD RIJCOSX def2/J DEFGRID3
* xyz 0 1
O -1.32 -3.05 0.28
O 1.43 -0.78 1.81
O -3.49 -2.76 -0.29
O -0.16 -0.21 -1.27
N -2.18 -1.00 0.41
N -0.89 -0.67 0.82
C -4.18 -0.02 -0.63
C -2.82 1.28 0.86
C 1.67 3.69 -0.24
C 1.67 2.19 -0.55
C 1.63 1.37 0.73
C -4.75 2.27 -0.15
C 3.94 -0.55 0.01
C -5.01 1.08 -0.80
C -3.65 2.37 0.68
C 0.06 -0.37 -0.10
C 2.49 -0.79 -0.39
C 4.89 -1.29 -0.93
C 1.44 -0.15 0.54
C -2.43 -2.31 0.07
C -1.46 -4.43 -0.04
C -3.07 0.08 0.20
H 4.12 -0.91 1.03
H 4.17 0.51 -0.02
H 2.52 3.96 0.37
H -3.44 3.29 1.20
H 4.75 -0.95 -1.95
H -4.38 -0.94 -1.15
H 1.71 4.26 -1.17
H -5.86 0.99 -1.46
H -1.59 -4.56 -1.11
H -0.54 -4.90 0.30
H 0.81 1.95 -1.17
H 2.29 -1.87 -0.39
H -2.32 -4.85 0.48
H 0.79 1.72 1.35
H 2.54 1.54 1.31
H 2.57 1.95 -1.12
H 5.92 -1.11 -0.65
H -0.59 -0.99 1.73
H 0.76 3.97 0.29
H 2.32 -0.71 2.18
H -1.96 1.36 1.51
H 4.70 -2.36 -0.90
H 2.31 -0.42 -1.40
H -5.41 3.12 -0.29
*
```

Calculated values
- total energy (eV) = -28152.0710
- HOMO level (eV) = -8.48
- SMILES = CCCC(O)(CCC)C(=O)NN(C(=O)OC)c1ccccc1
- relative energy (zero: lowest compared OMol25 entry of this formula, charge and spin) (kcal per mole) = 37.1
- HOMO-LUMO gap (eV) = 9.07

Here are the natural (NBO) charges for atoms 1 to 5, given in e:
1. O -0.518
2. O -0.738
3. O -0.623
4. O -0.603
5. N -0.309


2.
Formula: C16H24N2O7
Source: the OMol25 dataset
Level of theory: ωB97M-V with the def2-TZVPD basis set

```
! wB97M-V def2-TZVPD RIJCOSX def2/J DEFGRID3
* xyz 0 1
O 0.28 0.47 2.41
O -3.59 1.50 -2.85
O -0.35 -1.64 1.81
O 3.50 -2.15 -0.93
O 1.24 -2.40 4.20
O 2.99 0.05 1.24
O 2.73 -3.36 2.34
N 1.41 -0.39 -1.11
N 1.51 -1.54 -0.39
C -4.05 3.73 -3.51
C 0.16 1.34 -2.23
C -2.25 1.10 -2.47
C -2.16 -0.15 -1.82
C 0.21 0.08 -1.59
C 2.77 -2.11 0.28
C 2.62 -3.56 0.90
C 0.41 -0.89 2.37
C -0.92 1.14 1.92
C -3.59 2.38 -3.98
C -1.09 1.81 -2.67
C 1.64 -1.39 3.30
C 3.48 -1.27 1.34
C -0.97 -0.71 -1.43
C 2.90 -2.03 2.65
C -1.64 1.83 3.15
H 0.74 -1.74 0.26
H 3.72 -2.01 3.48
H 3.43 -4.22 0.75
H -2.65 2.45 -4.49
H -2.62 1.34 3.28
H -4.49 4.25 -4.33
H -1.15 2.80 -3.15
H -3.03 -0.71 -1.64
H -0.76 1.97 1.25
H -4.15 1.95 -4.79
H -3.31 4.40 -2.99
H -0.93 1.77 4.04
H 1.00 -3.17 3.74
H 2.03 -0.50 3.88
H -1.90 2.88 2.93
H 4.59 -1.29 1.30
H -1.47 0.45 1.35
H 1.55 -3.95 0.76
H 2.07 0.03 0.82
H 2.84 -2.29 -1.59
H 2.29 -0.08 -1.61
H -5.06 3.56 -2.81
H -0.93 -1.67 -0.88
H 0.94 1.94 -2.47
*
```

Calculated values
- total energy (eV) = -34288.6053
- HOMO level (eV) = -7.14
- SMILES = CCOC(=O)[C@@H](O)[C@H]1OC[C@@](O)(NNc2ccc(OCC)cc2)[C@H]1O
- relative energy (zero: lowest compared OMol25 entry of this formula, charge and spin) (kcal per mole) = 126.5
- HOMO-LUMO gap (eV) = 7.83

Here are the natural (NBO) charges for atoms 1 to 5, given in e:
1. O -0.517
2. O -0.508
3. O -0.628
4. O -0.727
5. O -0.691


3.
Formula: C16H24N5O2Pd
Source: the OMol25 dataset
Level of theory: ωB97M-V with the def2-TZVPD basis set

```
! wB97M-V def2-TZVPD RIJCOSX def2/J DEFGRID3
* xyz 1 3
Pd -0.38 -0.42 -0.46
O -3.25 -0.88 0.11
O -2.95 0.27 -1.78
N -0.52 1.38 0.79
N 0.24 0.63 -2.08
N -0.78 -2.11 0.61
N 2.12 1.55 -1.00
N 1.83 -0.58 -0.08
C 2.40 -1.61 0.60
C 0.79 2.23 -4.38
C -0.71 0.35 3.10
C -0.43 -2.12 2.08
C 3.58 -1.43 1.32
C -0.21 1.21 -4.36
C 1.48 2.38 -3.19
C 2.62 0.46 -0.26
C -1.20 -1.06 2.92
C 1.24 1.51 -2.08
C -2.46 -0.21 -0.83
C 4.44 -0.36 1.02
C -4.68 -0.92 -0.16
C 4.03 0.52 0.04
C -1.22 1.34 2.06
C -0.38 0.40 -3.21
H -2.24 1.09 1.79
H 4.76 1.18 -0.52
H -4.77 -1.02 -1.25
H 0.67 -1.86 2.12
H -1.19 0.66 4.01
H 0.88 2.90 -5.18
H 5.47 -0.39 1.39
H -1.34 2.32 2.62
H 2.96 2.18 -1.28
H -1.80 -2.08 0.50
H 2.35 3.03 -3.13
H -1.03 2.00 0.10
H -1.17 -0.34 -3.20
H -2.27 -1.07 2.60
H -1.25 -1.56 3.90
H -0.64 -3.15 2.44
H -5.03 -1.85 0.32
H -0.94 1.06 -5.18
H 0.41 1.81 0.96
H 1.86 -2.55 0.52
H 3.88 -2.16 2.08
H -5.18 -0.05 0.22
H 0.43 0.31 3.16
H -0.42 -2.96 0.23
*
```

Calculated values
- total energy (eV) = -31998.8404
- HOMO level (spin up / spin down) (eV) = -9.00 / -11.40
- relative energy (zero: lowest compared OMol25 entry of this formula, charge and spin) (kcal per mole) = 0.0
- HOMO-LUMO gap (spin up / spin down) (eV) = 6.37 / 7.69

Here are the natural (NBO) charges for atoms 1 to 5, given in e:
1. Pd 0.948
2. O -0.616
3. O -0.635
4. N -0.807
5. N -0.527


4.
Formula: C16H24N7O2S2Ta
Source: the OMol25 dataset
Level of theory: ωB97M-V with the def2-TZVPD basis set

```
! wB97M-V def2-TZVPD RIJCOSX def2/J DEFGRID3
* xyz 1 2
Ta -0.77 -0.18 0.33
S -1.95 -1.51 -1.60
S 0.97 -0.99 -1.21
O -1.54 1.24 -0.96
O -0.86 -1.69 1.42
N 2.35 -0.26 0.96
N -1.06 1.50 1.66
N -2.16 1.07 -2.13
N -4.14 0.15 0.26
N 1.13 0.31 1.25
N -3.07 -0.44 1.00
N 3.50 -1.50 -0.58
C 2.38 -0.87 -0.18
C -2.54 2.19 -2.79
C -0.25 2.76 3.56
C -0.26 -2.79 2.12
C -3.17 2.10 -3.99
C -2.40 -0.18 -2.59
C -3.40 0.83 -4.53
C 1.16 1.14 2.29
C -2.42 3.21 2.65
C -0.05 1.81 2.55
C -1.43 3.45 3.63
C -2.21 2.25 1.71
C -3.02 -0.30 -3.84
C 0.55 -2.28 3.30
C -1.37 -3.73 2.55
C 2.38 1.40 3.11
H 3.57 -1.83 -1.53
H -0.96 -4.61 3.05
H -3.46 3.00 -4.51
H -4.09 -0.24 -0.67
H 0.93 -3.13 3.86
H 1.40 -1.68 2.97
H -3.13 -0.09 1.96
H 0.54 2.95 4.27
H -1.59 4.19 4.40
H 0.39 -3.29 1.40
H -3.19 -1.29 -4.23
H -2.28 3.11 -2.28
H -0.08 -1.68 3.96
H -2.94 2.04 0.94
H 2.51 2.47 3.30
H 3.27 1.02 2.61
H 4.35 -1.33 -0.07
H -1.95 -4.07 1.69
H 2.30 0.90 4.08
H -3.35 3.76 2.65
H -2.04 -3.23 3.25
H -3.14 -1.46 1.06
H -5.03 -0.15 0.66
H -3.89 0.72 -5.49
*
```

Calculated values
- total energy (eV) = -54726.5147
- HOMO level (spin up / spin down) (eV) = -9.02 / -10.82
- relative energy (zero: lowest compared OMol25 entry of this formula, charge and spin) (kcal per mole) = 2.4
- HOMO-LUMO gap (spin up / spin down) (eV) = 6.13 / 7.22

Here are the natural (NBO) charges for atoms 1 to 5, given in e:
1. Ta 1.909
2. S -0.062
3. S -0.128
4. O -0.598
5. O -0.803


5.
Formula: C16H24N8
Source: the OMol25 dataset
Level of theory: ωB97M-V with the def2-TZVPD basis set

```
! wB97M-V def2-TZVPD RIJCOSX def2/J DEFGRID3
* xyz 1 2
N -2.46 -3.99 -1.68
N 0.40 -0.89 -2.15
N -4.83 0.78 2.40
N 5.14 0.43 1.71
N 1.92 -1.17 3.34
N 4.60 -2.18 -5.04
N -1.19 1.18 1.90
N -2.83 3.28 -4.29
C -2.07 2.65 -3.70
C -2.73 -2.90 -1.66
C 2.72 -0.36 -4.87
C 3.76 -1.35 -5.00
C 0.14 -1.70 0.31
C -2.08 3.42 3.03
C 4.27 -1.58 0.31
C -3.13 -1.48 -1.65
C 1.93 0.02 3.36
C -4.06 0.06 2.76
C -3.05 -0.82 3.15
C -1.57 2.16 2.45
C -1.07 1.76 -2.96
C 0.27 -1.25 -1.09
C 2.03 1.46 3.45
C 4.79 -0.44 1.14
H 0.72 -2.56 0.63
H 3.26 -1.42 -0.06
H 2.87 0.16 -3.92
H -3.48 -1.26 -2.67
H -0.69 2.39 -2.16
H -0.28 1.44 -3.64
H -3.81 -1.55 -0.80
H -1.54 0.95 -2.41
H -2.62 -1.32 2.29
H -2.97 3.25 3.64
H -2.25 -0.93 -1.33
H -2.42 4.04 2.19
H 2.90 1.73 4.04
H 4.88 -1.77 -0.58
H 1.20 1.85 4.04
H -0.89 -1.92 0.60
H 2.73 0.24 -5.78
H 3.99 -2.40 0.97
H -1.30 3.95 3.57
H -2.37 -0.33 3.85
H 0.63 -0.91 0.88
H 1.84 -0.99 -4.75
H -3.48 -1.64 3.73
H 2.18 1.89 2.46
*
```

Calculated values
- total energy (eV) = -28886.4158
- HOMO level (spin up / spin down) (eV) = -13.59 / -13.59
- relative energy (zero: lowest compared OMol25 entry of this formula, charge and spin) (kcal per mole) = 28.9
- HOMO-LUMO gap (spin up / spin down) (eV) = 8.36 / 1.62

Here are the natural (NBO) charges for atoms 1 to 5, given in e:
1. N -0.335
2. N -0.448
3. N -0.332
4. N -0.325
5. N -0.375


6.
Formula: C16H25AlO9
Source: the OMol25 dataset
Level of theory: ωB97M-V with the def2-TZVPD basis set

```
! wB97M-V def2-TZVPD RIJCOSX def2/J DEFGRID3
* xyz 2 1
Al 1.60 -0.26 4.28
O 6.09 1.83 -2.46
O 4.51 1.29 -1.00
O 2.53 -2.56 2.51
O -2.99 -0.52 3.15
O -2.94 2.50 -3.12
O 1.21 0.18 1.68
O -0.92 -1.27 3.35
O 1.74 -4.45 1.72
O -2.46 1.62 -1.13
C -2.09 -1.44 1.19
C -1.53 3.52 -0.03
C -1.91 -1.13 2.67
C -2.09 2.09 0.16
C -3.99 -0.34 2.13
C 3.75 1.93 -3.17
C 2.57 1.48 -2.29
C 0.91 -4.94 0.62
C 3.12 1.50 -0.87
C -3.59 -1.33 1.01
C -2.20 3.97 -1.32
C 0.84 -3.79 -0.40
C 4.93 1.68 -2.24
C 1.98 -3.17 1.60
C -2.62 2.67 -1.99
C 1.49 -2.61 0.28
H 1.46 -5.78 0.19
H -3.08 4.58 -1.13
H 2.30 0.44 -2.52
H -4.11 -2.24 1.28
H -2.97 2.06 0.80
H 3.73 3.00 -3.39
H -0.20 -3.65 -0.73
H -1.28 1.47 0.57
H 2.27 -2.10 -0.29
H 1.65 2.04 -2.47
H -1.78 4.11 0.85
H -1.45 -0.72 0.69
H -0.44 3.52 -0.07
H 2.77 0.64 -0.25
H 2.84 2.44 -0.38
H -1.54 4.42 -2.06
H -4.05 0.68 1.76
H -4.96 -0.63 2.54
H 0.75 -1.86 0.60
H -0.02 -5.29 1.05
H 1.31 -4.14 -1.32
H 0.78 0.63 0.93
H -1.80 -2.48 1.03
H -3.90 -0.92 0.05
H 3.80 1.34 -4.07
*
```

Calculated values
- total energy (eV) = -41998.7089
- HOMO level (eV) = -15.32
- relative energy (zero: lowest compared OMol25 entry of this formula, charge and spin) (kcal per mole) = 63.0
- HOMO-LUMO gap (eV) = 2.12

Here are the natural (NBO) charges for atoms 1 to 5, given in e:
1. Al 1.191
2. O -0.358
3. O -0.418
4. O -0.497
5. O -0.443


7.
Formula: C16H25Br8F5N3
Source: the OMol25 dataset
Level of theory: ωB97M-V with the def2-TZVPD basis set

```
! wB97M-V def2-TZVPD RIJCOSX def2/J DEFGRID3
* xyz 1 1
Br -4.29 3.91 -3.15
Br 2.94 5.15 3.76
Br 1.12 8.31 4.34
Br 4.73 -6.36 0.30
Br 2.20 0.20 2.89
Br 2.93 -3.31 -0.75
Br 0.51 1.37 5.96
Br -3.67 0.34 -3.88
F -4.40 -1.61 -0.48
F -3.64 -2.96 1.40
F -2.32 -0.76 2.62
F -1.89 0.28 0.39
F -4.09 0.44 1.37
N 0.50 -1.45 -4.63
N -1.87 -1.87 -1.90
N -0.84 -2.33 -2.64
C 0.31 -3.25 -2.37
C 0.55 1.22 3.10
C 0.67 2.23 4.22
C -0.86 -1.82 -4.10
C -0.83 -3.30 0.12
C 0.42 -3.84 -0.81
C 4.84 -3.60 -0.45
C -2.89 -0.44 1.27
C 5.27 -4.96 -0.94
C -4.47 2.36 -2.00
C 0.58 -0.03 -5.13
C 2.15 5.85 5.40
C 0.84 6.55 5.12
C -1.98 -2.32 -0.49
C -3.25 -1.83 0.48
C -3.36 1.36 -2.24
H -4.42 2.75 -0.98
H 5.34 -2.81 -1.02
H 2.90 6.51 5.86
H 6.36 -5.02 -0.98
H -5.47 1.95 -2.17
H 0.40 1.72 2.14
H -0.92 -3.61 1.25
H 2.00 4.98 6.04
H -2.38 1.82 -2.33
H 1.28 -4.55 -0.44
H 1.12 -3.57 -3.19
H 0.63 -2.05 -5.50
H 0.19 6.00 4.43
H 1.31 -0.05 -6.08
H -0.43 0.41 -5.53
H 0.29 6.73 6.05
H 1.12 0.63 -4.33
H 1.62 2.77 4.21
H -0.16 2.94 4.18
H -1.57 -0.86 -4.18
H 4.86 -5.22 -1.92
H -1.40 -2.67 -4.72
H -0.26 0.49 3.25
H -3.34 0.61 -1.44
H 5.02 -3.44 0.62
*
```

Calculated values
- total energy (eV) = -595378.1058
- HOMO level (eV) = -11.60
- HOMO-LUMO gap (eV) = 6.44

Here are the natural (NBO) charges for atoms 1 to 5, given in e:
1. Br 0.007
2. Br -0.020
3. Br -0.001
4. Br 0.003
5. Br -0.020


8.
Formula: C16H25N2O10S3
Source: the OMol25 dataset
Level of theory: ωB97M-V with the def2-TZVPD basis set

```
! wB97M-V def2-TZVPD RIJCOSX def2/J DEFGRID3
* xyz 1 1
S -2.53 -1.28 -1.21
S 1.48 -1.04 2.49
S 3.71 1.80 -1.89
O 4.21 3.14 -1.77
O -1.63 -0.96 -0.11
O -4.00 2.32 0.74
O -4.72 -0.56 2.03
O -4.36 2.18 2.91
O -3.73 -2.04 -0.96
O 1.21 -2.39 2.13
O 2.29 1.52 -1.87
O -6.55 -0.41 3.19
O 2.45 -0.36 1.69
N -5.93 -1.19 2.62
N -0.03 -0.18 2.24
C -2.40 1.13 1.95
C -3.60 -0.99 2.77
C -2.40 -0.19 2.39
C -1.84 0.34 -3.14
C 4.54 0.76 -0.69
C -1.66 -1.07 -3.71
C 5.74 0.41 -2.82
C 1.85 -0.91 4.21
C -3.67 1.92 1.80
C -1.20 1.76 1.62
C -2.93 0.23 -2.08
C -1.58 -2.04 -2.53
C -0.02 1.09 1.77
C 4.45 1.04 -3.34
C 5.37 -0.25 -1.48
C -1.18 -0.81 2.52
H -3.78 2.02 3.67
H 0.95 1.51 1.55
H 2.69 -0.25 4.34
H -1.14 -1.84 2.86
H -3.76 -0.98 3.85
H 6.49 1.19 -2.65
H -0.76 -1.14 -4.33
H 3.78 0.28 -0.07
H -0.90 0.68 -2.68
H 1.00 -0.45 4.72
H -2.51 -1.32 -4.34
H 4.78 -1.15 -1.68
H -2.01 -3.01 -2.75
H 4.61 1.80 -4.10
H 3.76 0.29 -3.70
H 6.15 -0.30 -3.53
H -1.18 2.77 1.25
H -3.91 0.09 -2.53
H 1.99 -1.90 4.62
H 6.25 -0.56 -0.93
H -2.11 1.06 -3.91
H -2.95 1.06 -1.38
H -0.56 -2.16 -2.17
H -3.39 -2.04 2.52
H 5.17 1.40 -0.07
*
```

Calculated values
- total energy (eV) = -72947.3849
- HOMO level (eV) = -12.43
- HOMO-LUMO gap (eV) = 7.78

Here are the natural (NBO) charges for atoms 1 to 5, given in e:
1. S 2.170
2. S 2.297
3. S 2.169
4. O -0.934
5. O -1.018


9.
Formula: C16H25N2O15
Source: the OMol25 dataset
Level of theory: ωB97M-V with the def2-TZVPD basis set

```
! wB97M-V def2-TZVPD RIJCOSX def2/J DEFGRID3
* xyz 1 1
O 1.32 -3.69 2.61
O -3.59 -5.62 -2.44
O 3.28 3.33 -4.23
O -2.14 -4.46 -1.17
O 2.45 5.01 -2.97
O -0.95 2.13 -0.32
O 2.08 0.51 3.64
O -1.16 1.40 -2.43
O 1.84 2.40 4.56
O -4.18 -3.64 -1.56
O 0.89 -4.15 0.47
O -1.54 -0.01 -0.70
O 0.01 -2.31 1.41
O 0.01 -0.13 4.60
O 2.00 4.90 -5.17
N -0.63 1.97 2.75
N 2.12 1.29 4.79
C 2.55 4.13 -6.25
C 1.82 -5.02 2.37
C -1.25 1.07 -1.12
C -3.33 -4.67 -1.79
C 2.99 2.87 -5.55
C -0.43 3.16 -1.17
C -3.60 -2.81 -0.56
C -2.13 -3.12 -0.68
C -1.38 1.73 4.03
C -1.01 2.82 -2.50
C 0.11 0.77 2.26
C 1.91 -5.07 0.87
C 0.77 -0.05 3.41
C 0.68 -3.30 1.49
C 2.57 4.46 -4.02
C -1.35 0.22 4.40
H 3.39 4.67 -6.69
H -1.88 0.03 5.35
H -0.53 0.11 1.65
H -1.63 -2.48 -1.41
H -0.02 2.77 2.91
H 0.93 1.10 1.60
H -1.27 2.24 1.99
H 1.73 -6.06 0.47
H 2.78 -5.17 2.86
H -1.87 -0.37 3.63
H 0.66 3.12 -1.16
H -4.00 -3.09 0.42
H 2.88 -4.71 0.50
H -3.82 -1.76 -0.74
H -0.36 3.10 -3.32
H -2.40 2.13 3.92
H 0.93 -1.09 3.06
H 1.80 3.94 -7.01
H -0.87 2.25 4.86
H 3.87 2.42 -6.00
H 1.10 -5.74 2.77
H -2.00 3.26 -2.66
H -1.60 -3.05 0.26
H 2.19 2.12 -5.50
H -0.75 4.14 -0.82
*
```

Calculated values
- total energy (eV) = -50680.4697
- HOMO level (eV) = -12.31
- relative energy (zero: lowest compared OMol25 entry of this formula, charge and spin) (kcal per mole) = 0.0
- HOMO-LUMO gap (eV) = 8.81

Here are the natural (NBO) charges for atoms 1 to 5, given in e:
1. O -0.487
2. O -0.563
3. O -0.486
4. O -0.494
5. O -0.589